*a*
Molecular formula: C3H5ClO
Method: DFT, ωB97M-V/def2-TZVPD

net charge	0
structure (SMILES)	ClC[C@@H]1CO1
2S+1	1
HOMO-LUMO gap	11.6	eV
HOMO energy	-0.4000	Ha
LUMO level	0.7	eV

Last column: Löwdin charge in e.
CARTESIAN COORDINATES (ANGSTROEM)
C 0.71351 -0.78950 0.21196  -0.342
C -0.18517 -0.10200 -0.61865  -0.448
C -1.09915 0.80498 0.11520  -0.091
H 0.73894 -0.63889 1.37473  0.129
H 0.86344 -1.73239 0.03963  0.018
H -0.13683 0.03820 -1.54436  0.067
H -0.33500 1.02941 1.11959  0.168
H -1.47982 1.82795 -0.24051  0.132
O -1.51427 -0.56991 -0.25035  -0.024
Cl 2.43435 0.13215 -0.20724  0.390


*b*
Molecular formula: C3H5ClO
Method: DFT, ωB97M-V/def2-TZVPD

net charge	0
2S+1	1
HOMO-LUMO gap	11.1	eV
HOMO energy	-0.3719	Ha
LUMO level	1.0	eV

Last column: Löwdin charge in e.
CARTESIAN COORDINATES (ANGSTROEM)
C 0.21229 -0.22561 0.77769  -0.568
C 0.90717 -0.20723 -0.66255  -0.207
C -1.06809 -0.06022 -0.00518  -0.206
H 0.27349 -0.94589 1.49748  0.065
H 0.72477 0.98808 -1.27473  0.179
H 2.02538 -0.60827 -1.06680  0.165
H -2.01619 -0.60914 0.35030  0.143
H -1.08385 1.14258 -0.19517  0.112
O -0.29578 -0.90363 -1.03821  -0.191
Cl 0.32083 1.42933 1.61716  0.508


What is the stability order? It is *b*, *a*, from most stable to least stable.


*a*
Molecular formula: C5H5FOS
Method: DFT, ωB97M-V/def2-TZVPD

net charge	0
structure (SMILES)	O=C1[C@H](F)C[C@@H]2S[C@@H]12
2S+1	1
HOMO-LUMO gap	9.6	eV
HOMO energy	-0.3455	Ha
LUMO level	0.2	eV

Last column: Löwdin charge in e.
CARTESIAN COORDINATES (ANGSTROEM)
C -0.14406 0.62050 1.45925  -0.194
C 0.88254 -0.57774 1.21619  -0.068
C 0.38292 -1.13037 -0.12731  -0.582
C 0.01972 0.06054 -0.85425  -0.526
C -0.94507 0.67995 0.08206  -0.339
H -0.87495 0.57011 2.28862  0.161
H 0.83416 -1.30162 1.99227  0.095
H 1.88195 -0.18777 1.19945  0.112
H -0.52804 -1.62506 0.13805  0.092
H 0.80826 0.80614 -0.95788  0.128
O -1.97851 1.22676 -0.05910  0.161
F 0.65101 1.71985 1.69628  0.000
S 0.41695 -1.34198 -1.88186  0.959


*b*
Molecular formula: C5H5FOS
Method: DFT, ωB97M-V/def2-TZVPD

net charge	0
structure (SMILES)	F/C=C1\OC[C@H]2S[C@@H]12
2S+1	1
HOMO-LUMO gap	9.5	eV
HOMO energy	-0.3205	Ha
LUMO level	0.8	eV

Last column: Löwdin charge in e.
CARTESIAN COORDINATES (ANGSTROEM)
C -1.06174 1.68497 -0.27510  -0.107
C -0.46782 0.52498 -0.21691  -0.338
C -0.06183 -1.63175 -0.77107  -0.151
C 0.23378 -1.47228 0.70172  -0.460
C -0.03873 -0.06996 1.05453  -0.533
H -1.18869 2.36889 0.55632  0.129
H 0.78046 -2.02087 -1.37817  0.136
H -0.94323 -2.27631 -0.84716  0.128
H 0.00220 -2.25306 1.44383  0.122
H -0.52886 0.19032 1.99787  0.130
O -0.34642 -0.30626 -1.29693  -0.008
F -1.55201 2.13997 -1.41673  0.048
S 1.68722 -0.43965 1.14964  0.904


What is the stability order? It is *b*, *a*, from most stable to least stable.


*a*
Molecular formula: C3H12NO4
Method: DFT, ωB97M-V/def2-TZVPD

net charge	-1
2S+1	1
HOMO-LUMO gap	8.8	eV
HOMO energy	-0.1746	Ha
LUMO level	4.0	eV

Last column: Löwdin charge in e.
CARTESIAN COORDINATES (ANGSTROEM)
C -1.87448 0.64509 0.47693  -0.246
O -2.33532 -0.45677 -0.28484  -0.115
C -0.31060 0.62402 0.67042  -0.357
C 0.33154 1.35311 -0.66298  -0.259
O 1.70305 1.21606 -0.57858  -0.178
N 0.07114 1.31718 1.86476  0.022
H -2.47237 0.60942 1.42187  0.103
H -2.26396 1.47912 -0.14617  0.110
H 0.02894 -0.40608 0.63872  0.106
H -0.15927 0.77118 -1.46799  0.112
H 0.08789 2.41960 -0.68027  0.103
H 1.97892 0.17355 -0.57459  0.029
H 0.04448 0.70870 2.67634  0.065
H 0.99336 1.70028 1.70286  0.060
H -1.72874 -1.19854 -0.11951  0.069
H 0.07631 -2.81732 -2.24577  -0.018
O 0.26716 -2.88895 -1.31578  -0.178
H 0.93003 -2.20708 -0.90064  -0.054
H 2.66044 -1.76891 -0.01349  -0.037
O 1.97149 -1.27366 -0.46128  -0.338


*b*
Molecular formula: C3H12NO4
Method: DFT, ωB97M-V/def2-TZVPD

net charge	-1
2S+1	1
HOMO-LUMO gap	8.1	eV
HOMO energy	-0.1529	Ha
LUMO level	3.9	eV

Last column: Löwdin charge in e.
CARTESIAN COORDINATES (ANGSTROEM)
N -2.11787 1.29965 -0.55835  0.008
C -0.81697 0.57724 -0.52875  -0.337
C -0.75409 -0.47145 -1.70688  -0.207
O 0.51186 -0.33484 -2.38048  -0.111
C -0.67841 -0.19711 0.83142  -0.415
O 0.61396 -0.52583 1.03120  -0.307
H -2.15706 1.70074 -1.48566  0.046
H -2.87512 0.64635 -0.42037  0.053
H 0.09664 1.16516 -0.59379  0.133
H -0.76097 -1.49983 -1.32323  0.109
H -1.51623 -0.31646 -2.46248  0.095
H 1.22468 -0.52350 -1.77581  0.020
H -1.24367 0.42463 1.55549  0.090
H -1.36490 -1.07908 0.79226  0.094
H 3.47075 -0.25524 -0.20621  0.031
H 2.05673 -0.59992 0.21246  -0.003
O 2.76332 -0.88352 -0.43495  -0.120
H 1.00150 0.96927 3.49076  -0.005
H 1.12543 -0.19923 2.51783  -0.019
O 1.42043 0.10300 3.44553  -0.156


What is the stability order? It is *b*, *a*, from most stable to least stable.


*a*
Molecular formula: CIO4S
Method: DFT, ωB97M-V/def2-TZVPD

net charge	-1
2S+1	1
HOMO-LUMO gap	7.4	eV
HOMO energy	-0.1803	Ha
LUMO level	2.5	eV

Last column: Löwdin charge in e.
CARTESIAN COORDINATES (ANGSTROEM)
C 0.76256 0.80965 -0.63298  -0.440
O 0.32852 -1.85795 -0.67827  -0.355
O 0.62008 1.92743 -0.44665  0.095
O -1.48510 -0.25700 -0.58647  -0.350
O 0.06837 -0.39737 1.38338  -0.354
S -0.18733 -0.66717 -0.04334  0.346
I 3.21871 -0.08516 0.12207  0.058


*b*
Molecular formula: CIO4S
Method: DFT, ωB97M-V/def2-TZVPD

net charge	-1
2S+1	1
HOMO-LUMO gap	8.5	eV
HOMO energy	-0.2038	Ha
LUMO level	2.9	eV

Last column: Löwdin charge in e.
CARTESIAN COORDINATES (ANGSTROEM)
C 0.46401 0.85180 -0.05509  -0.896
O -1.93350 0.01804 0.55847  -0.332
O 0.32219 1.93132 -0.55992  -0.032
O -0.12126 -1.55515 1.05281  -0.452
O -0.48178 -0.75726 -1.29180  -0.354
S -0.67609 -0.49685 0.12388  0.311
I 2.42643 0.00809 0.17165  0.754


What is the stability order? It is *b*, *a*, from most stable to least stable.


*a*
Molecular formula: CH3O3PS
Method: DFT, ωB97M-V/def2-TZVPD

net charge	0
structure (SMILES)	O=S1#[PH]O1.C=O
2S+1	1
HOMO-LUMO gap	9.6	eV
HOMO energy	-0.3508	Ha
LUMO level	0.0	eV

Last column: Löwdin charge in e.
CARTESIAN COORDINATES (ANGSTROEM)
C 2.15289 0.32638 0.02398  -0.155
O -0.59528 1.31795 -0.82620  -0.503
O -2.52516 0.21552 0.56775  -0.721
O 1.53981 -0.60078 -0.41884  -0.078
P -2.33662 -1.10616 -0.52080  0.740
S -0.90272 0.28204 0.13074  0.673
H 1.57721 1.14643 0.60028  0.082
H 3.26178 0.43648 -0.04093  0.093
H -2.17190 -2.01786 0.48404  -0.131


*b*
Molecular formula: CH3O3PS
Method: DFT, ωB97M-V/def2-TZVPD

net charge	0
structure (SMILES)	O=S1#[PH]O1.C=O
2S+1	1
HOMO-LUMO gap	9.3	eV
HOMO energy	-0.3436	Ha
LUMO level	0.0	eV

Last column: Löwdin charge in e.
CARTESIAN COORDINATES (ANGSTROEM)
C 0.13246 0.64434 -1.10997  -0.145
O 0.05517 4.05006 2.10336  -0.506
O 0.75550 1.63060 2.01629  -0.757
O -0.82954 0.50850 -0.38834  -0.115
P -0.67689 1.19835 2.85781  0.758
S -0.30962 2.83269 1.50439  0.679
H 1.02126 -0.07234 -0.96750  0.107
H 0.08796 1.46409 -1.98585  0.123
H -0.94142 0.47855 1.70796  -0.144


What is the stability order? It is *a*, *b*, from most stable to least stable.


*a*
Molecular formula: C11H16N3
Method: DFT, ωB97M-V/def2-TZVPD

net charge	+1
structure (SMILES)	CC(C)/[NH+]=C/C1(c2ncccn2)CC1
2S+1	1
HOMO-LUMO gap	8.9	eV
HOMO energy	-0.4791	Ha
LUMO level	-4.1	eV

Last column: Löwdin charge in e.
CARTESIAN COORDINATES (ANGSTROEM)
C 4.74929 -0.87265 0.55717  0.003
C 3.70235 -1.79468 0.26810  -0.036
C 4.45026 0.41582 0.07003  -0.094
C 2.23754 -0.08374 -0.11993  -0.317
C 0.64336 1.84539 0.39544  -0.055
C 0.58755 1.78291 -1.04910  -0.051
C -0.39998 -0.42305 -0.06311  0.064
C 0.74991 0.40087 -0.30933  -0.211
C -3.92698 -0.49948 -1.16548  -0.012
C -3.36276 -0.41384 1.27279  -0.057
C -2.81806 -0.78832 -0.06828  -0.429
N 2.44299 -1.34126 -0.05707  0.119
N 3.21329 0.85125 -0.15669  0.122
N -1.63688 -0.08840 -0.35686  0.098
H 5.71785 -1.23879 0.79985  0.099
H 3.92551 -2.80741 0.34756  0.092
H 5.25450 1.17430 0.03463  0.128
H 1.56414 2.21476 0.90801  0.126
H -0.19393 2.05246 1.12002  0.134
H -0.44488 1.92010 -1.61026  0.158
H 1.40407 2.07344 -1.60944  0.087
H -0.10673 -1.41342 0.43643  0.189
H -4.61131 -1.40038 -1.16305  0.110
H -4.43948 0.43158 -0.72713  0.100
H -3.52204 -0.16993 -2.12939  0.079
H -4.28014 -0.98143 1.47598  0.104
H -3.71698 0.56922 1.24045  0.056
H -2.72377 -0.49476 2.20790  0.116
H -2.67791 -1.82467 -0.10918  0.128
H -1.78079 0.90412 -0.44002  0.151


*b*
Molecular formula: C11H16N3
Method: DFT, ωB97M-V/def2-TZVPD

net charge	+1
2S+1	1
HOMO-LUMO gap (spin up / spin down)	7.0 / 7.0	eV
HOMO energy (spin up / spin down)	-0.4085 / -0.4085	Ha
LUMO level (spin up / spin down)	-4.1 / -4.1	eV

Last column: Löwdin charge in e.
CARTESIAN COORDINATES (ANGSTROEM)
C -4.01724 0.13358 0.68721  -0.075
C -3.69233 -0.64357 -0.44414  -0.093
C -3.11458 1.14544 1.08056  -0.064
C -2.46043 -0.49995 -1.08957  -0.040
C -1.86697 1.27308 0.42962  -0.054
C -1.48378 0.42279 -0.59769  -0.304
C 1.81841 1.14125 -0.18112  -0.216
C 1.97243 -0.31230 0.27111  -0.281
C 1.14412 -1.10518 -0.62924  -0.064
C 3.38775 -0.82057 0.33080  -0.006
C 0.40991 -2.12182 0.02868  -0.053
N -0.23703 0.58637 -1.20790  0.042
N 0.57705 1.48134 -0.58534  0.024
N 2.70989 2.06619 0.13918  0.224
H -4.98314 -0.19527 1.20284  0.131
H -4.54652 -1.28437 -0.78311  0.123
H -3.26268 1.93182 1.74578  0.080
H -2.18941 -1.20680 -1.93394  0.130
H -1.32553 2.24756 0.63461  0.122
H 1.45624 -0.42251 1.32282  0.203
H 1.16187 -0.99915 -1.64633  0.110
H 3.88406 -0.31306 1.15632  0.097
H 3.86329 -0.45225 -0.53437  0.091
H 3.41698 -1.83920 0.50189  0.077
H 1.06145 -3.10798 -0.06309  0.170
H -0.61068 -2.33065 -0.39053  0.108
H 0.25469 -1.99980 1.03541  0.060
H 0.45370 2.45822 -0.90537  0.189
H 3.49025 1.76384 0.68696  0.117
H 2.72825 3.00297 -0.26206  0.150


What is the stability order? It is *a*, *b*, from most stable to least stable.